The following is a DFT calculation (wB97M-V/def2-TZVPD) of a 2-piece molecular cluster, C4H8N4 overall at a distorted geometry.

The geometry in XYZ format:
```
16
Properties=species:S:1:pos:R:3:forces:R:3:lowdin_charge:R:1
N 0.048 2.248 -0.948 0.547 -0.631 1.428 0.1502
C 0.082 1.008 -0.928 0.321 -0.364 -3.585 -0.2376
C 0.279 -0.109 -1.709 0.154 0.991 0.407 -0.2663
N 1.359 -0.995 -1.336 -0.381 0.141 0.013 -0.0112
H -0.246 2.732 -0.105 -0.693 0.026 -0.122 0.0566
H -0.254 -0.188 -2.648 0.141 0.087 0.029 0.1020
H 2.260 -0.634 -1.630 -0.108 -0.275 -0.165 0.0746
H 1.206 -1.935 -1.683 0.200 0.148 0.066 0.0766
C -0.529 0.296 2.092 -0.140 -0.967 0.203 -0.0578
N -0.203 -0.139 0.732 -0.122 -0.151 0.378 -0.1164
C -1.069 -1.052 0.095 -0.107 -0.331 2.343 -0.3145
N -1.881 -1.888 0.107 0.650 0.943 -0.736 0.1636
H 0.102 1.143 2.359 -0.172 0.105 -0.188 0.0855
H -0.317 -0.513 2.792 -0.073 0.059 0.219 0.0843
H -1.593 0.517 2.158 0.118 0.261 -0.021 0.0911
H 0.758 -0.492 0.654 -0.333 -0.044 -0.269 0.1192
```
Positions in Å, forces in eV/Å.

## Properties
**SMILES**: N=C=CN.CNC#N
**Energy above the lowest of the compared OMol25 structures with the same formula, charge and spin**: 431.08 kJ/mol